{"formula": "C24H49AlN9PS3", "method": "the ωB97M-V functional and the def2-TZVPD basis", "homo_ha": -0.6990, "homo_lumo_gap_ev": 8.63, "charge": 4, "symbols": ["Al", "C", "C", "S", "C", "C", "S", "C", "C", "S", "H", "H", "H", "H", "H", "H", "H", "H", "H", "H", "H", "H", "C", "N", "C", "C", "N", "C", "C", "N", "C", "C", "N", "C", "N", "C", "C", "C", "N", "C", "H", "H", "H", "H", "H", "H", "H", "H", "H", "H", "H", "H", "H", "H", "H", "H", "H", "H", "H", "H", "H", "H", "H", "H", "C", "N", "C", "N", "C", "N", "C", "P", "C", "C", "H", "H", "H", "H", "H", "H", "H", "H", "H", "H", "H", "H", "H"], "positions_angstrom": [[0.384, -0.046, 1.285], [1.481, 2.602, 3.295], [2.614, 1.592, 3.402], [2.627, 0.295, 2.121], [2.759, -1.218, 3.139], [1.681, -1.371, 4.209], [0.004, -1.326, 3.522], [-0.934, -0.270, 4.635], [-0.493, 1.188, 4.680], [-0.184, 1.931, 3.041], [1.673, 3.311, 2.498], [1.438, 3.193, 4.211], [2.612, 1.084, 4.363], [3.570, 2.109, 3.314], [3.750, -1.205, 3.596], [2.746, -2.042, 2.424], [1.762, -0.627, 4.998], [1.812, -2.344, 4.686], [-0.908, -0.700, 5.638], [-1.965, -0.370, 4.286], [0.424, 1.308, 5.255], [-1.260, 1.790, 5.167], [0.510, -4.792, 1.222], [1.364, -3.978, 0.363], [2.466, -4.610, -0.387], [3.302, -3.406, -0.839], [2.426, -2.268, -0.511], [2.681, -0.949, -1.022], [1.349, -2.662, 0.173], [0.418, -1.800, 0.638], [-1.010, -2.226, 0.676], [-1.825, -0.945, 0.482], [-1.534, -0.353, -0.787], [-2.315, -0.565, -1.809], [-3.548, -1.066, -1.928], [-4.435, -1.665, -0.934], [-4.022, -1.031, -3.323], [-3.015, -0.087, -3.962], [-1.824, -0.175, -3.087], [-0.856, -1.170, -3.583], [1.108, -5.629, 1.577], [-0.350, -5.185, 0.683], [0.187, -4.223, 2.091], [2.073, -5.201, -1.215], [3.017, -5.271, 0.280], [3.501, -3.415, -1.910], [4.253, -3.326, -0.311], [2.990, -1.019, -2.067], [3.468, -0.432, -0.467], [1.752, -0.375, -0.987], [-1.276, -2.716, 1.609], [-1.235, -2.901, -0.151], [-1.545, -0.214, 1.328], [-2.883, -1.065, 0.720], [-5.050, -0.916, -0.436], [-3.886, -2.251, -0.201], [-5.095, -2.351, -1.462], [-5.038, -0.642, -3.361], [-4.023, -2.042, -3.737], [-3.390, 0.935, -3.957], [-2.760, -0.354, -4.985], [-1.331, -2.125, -3.826], [-0.099, -1.350, -2.819], [-0.373, -0.794, -4.484], [-1.008, 3.332, -2.898], [0.495, 2.956, -2.857], [1.291, 4.159, -2.314], [0.770, 4.548, -1.053], [-0.644, 4.912, -1.162], [-1.435, 3.774, -1.619], [-1.554, 2.708, -0.641], [0.129, 1.980, -0.302], [0.731, 1.729, -2.028], [1.015, 3.596, 0.022], [-1.536, 2.433, -3.220], [-1.091, 4.125, -3.641], [0.803, 2.763, -3.814], [1.172, 4.955, -3.049], [2.335, 3.854, -2.262], [-0.745, 5.729, -1.876], [-1.012, 5.250, -0.195], [-2.210, 1.920, -0.998], [-1.952, 3.108, 0.294], [0.187, 0.902, -2.481], [1.804, 1.527, -2.032], [2.089, 3.432, 0.132], [0.626, 4.035, 0.939]], "mulliken_charge": [-2.391, -0.849, -0.935, 0.175, -0.566, -0.976, 0.362, -1.056, -0.764, 0.396, 0.255, 0.668, 0.439, 0.670, 0.706, 0.010, 0.542, 0.658, 0.587, 0.435, 0.422, 0.596, -0.882, 0.002, -0.575, -0.567, 0.344, -1.117, -0.333, 2.812, -1.264, -0.789, 0.745, -0.737, 0.056, -0.944, -0.776, -0.629, 0.389, -0.826, 0.381, 0.314, 0.310, 0.382, 0.391, 0.354, 0.346, 0.583, 0.345, -0.233, 0.580, 0.681, -0.755, 0.929, 0.305, 0.371, 0.395, 0.490, 0.403, 0.330, 0.497, 0.420, 0.033, 0.358, -0.422, 0.097, -0.760, 0.252, -1.014, 0.264, -1.092, 1.857, -0.746, -1.533, 0.021, 0.404, 0.387, 0.373, 0.385, 0.355, 0.394, 0.375, 0.524, -0.302, 0.617, 0.484, 0.577]}



{"formula": "C4H8N2S", "method": "the ωB97M-V functional and the def2-TZVPD basis", "homo_ha": -0.2970, "homo_lumo_gap_ev": 8.72, "smiles": "C=CS/C=N/NC", "symbols": ["C", "C", "C", "C", "H", "H", "H", "H", "H", "H", "H", "H", "N", "N", "S"], "positions_angstrom": [[-2.850, -0.440, -0.067], [-0.116, -0.855, 0.230], [2.195, 0.296, 0.077], [3.594, 0.698, -0.156], [-2.681, -0.817, 1.031], [-3.896, -0.159, -0.283], [-2.490, -1.110, -1.135], [-1.883, 1.337, 0.624], [-0.756, -1.793, -0.063], [1.482, 1.162, 0.046], [4.621, 0.093, 0.026], [3.571, 1.861, -0.104], [-1.882, 0.695, -0.230], [-0.536, 0.398, 0.075], [1.628, -1.367, -0.071]], "mulliken_charge": [-0.724, -0.083, -0.014, -0.611, 0.315, 0.251, 0.284, 0.277, 0.241, 0.256, 0.239, 0.211, -0.373, -0.162, -0.108]}



{"formula": "C21H21Cl2F4NO2S", "method": "the ωB97M-V functional and the def2-TZVPD basis", "homo_ha": -0.3383, "homo_lumo_gap_ev": 9.44, "symbols": ["O", "S", "O", "F", "N", "Cl", "C", "C", "C", "Cl", "H", "H", "H", "H", "H", "H", "F", "C", "C", "C", "C", "C", "C", "H", "H", "H", "H", "H", "F", "C", "C", "C", "C", "C", "C", "H", "H", "H", "H", "H", "F", "C", "C", "C", "C", "C", "C", "H", "H", "H", "H", "H"], "positions_angstrom": [[6.619, -1.342, 1.446], [6.837, -1.177, 0.052], [7.937, -1.780, -0.599], [6.910, 0.348, -0.233], [5.435, -1.484, -0.858], [4.838, -3.008, -0.312], [4.439, -0.361, -0.779], [2.985, -0.775, -0.913], [2.270, -1.043, 0.402], [2.146, 0.434, 1.389], [4.684, 0.287, -1.618], [4.568, 0.239, 0.119], [2.844, -1.606, -1.600], [2.472, 0.072, -1.370], [1.266, -1.382, 0.191], [2.756, -1.823, 0.979], [0.185, -2.770, -1.099], [-1.063, -3.000, -0.620], [-2.139, -2.448, -1.283], [-3.414, -2.686, -0.791], [-3.587, -3.458, 0.351], [-2.485, -3.996, 1.002], [-1.207, -3.771, 0.514], [-1.976, -1.846, -2.164], [-4.272, -2.269, -1.297], [-4.582, -3.640, 0.734], [-2.619, -4.593, 1.894], [-0.334, -4.185, 1.000], [-3.610, -0.056, -2.322], [-4.531, 0.193, -3.279], [-5.044, 1.468, -3.395], [-5.988, 1.716, -4.380], [-6.406, 0.695, -5.223], [-5.876, -0.579, -5.083], [-4.926, -0.838, -4.106], [-4.708, 2.247, -2.723], [-6.399, 2.711, -4.489], [-7.144, 0.894, -5.988], [-6.201, -1.377, -5.737], [-4.494, -1.824, -3.984], [-0.217, 3.186, 6.000], [0.887, 3.586, 5.338], [1.394, 4.846, 5.586], [2.532, 5.252, 4.905], [3.139, 4.404, 3.989], [2.608, 3.143, 3.755], [1.474, 2.723, 4.436], [0.902, 5.492, 6.301], [2.946, 6.234, 5.092], [4.025, 4.725, 3.458], [3.078, 2.481, 3.041], [1.049, 1.742, 4.272]], "mulliken_charge": [-0.489, 1.105, -0.522, -0.199, -0.096, -0.061, -0.162, -1.253, 0.057, -0.191, 0.316, 0.360, 0.372, 0.502, -0.035, 0.305, -0.299, 0.337, -0.294, -0.147, -0.708, -0.320, -0.457, 0.434, 0.251, 0.382, 0.367, 0.430, -0.272, 0.455, -0.577, -0.341, -0.552, -0.416, -0.188, 0.412, 0.357, 0.368, 0.352, 0.407, -0.314, 0.439, -0.523, -0.236, -0.727, -0.016, -0.448, 0.410, 0.355, 0.371, 0.277, 0.422]}



{"formula": "C4H7NO2S", "method": "the ωB97M-V functional and the def2-TZVPD basis", "homo_ha": [-0.2836, -0.3528], "homo_lumo_gap_ev": [8.48, 7.90], "s_squared": 2.04, "spin_multiplicity": 3, "symbols": ["C", "C", "C", "C", "N", "O", "O", "S", "H", "H", "H", "H", "H", "H", "H"], "positions_angstrom": [[0.259, 0.816, -0.011], [0.030, -0.524, 0.117], [-0.820, 1.803, 0.344], [0.894, -1.573, -0.455], [1.320, 1.423, -0.559], [4.698, -0.143, -0.065], [2.547, 0.937, -0.514], [3.353, -0.098, 0.445], [-0.896, -0.836, 0.574], [-0.592, 2.266, 1.303], [-1.790, 1.321, 0.406], [-0.846, 2.588, -0.406], [1.202, -1.317, -1.470], [0.389, -2.537, -0.456], [1.846, -1.678, 0.112]], "mulliken_spin": [-0.115, 0.401, 0.009, -0.009, 0.572, 0.311, 0.113, 0.644, 0.023, -0.004, -0.003, 0.000, 0.020, 0.004, 0.034]}



no.,M (g mol⁻¹),DFT total energy (eV)
1,617.9,-87450.70299
2,116.2,-18087.73402
3,498.4,-74451.04660
4,133.2,-20676.66143